The following is a DFT calculation (the ωB97M-V functional and the def2-TZVPD basis) of the ion C2H7N2 with charge +1.

As for the charge: +1. The HOMO energy comes out at -13.7 eV. As for the structure (SMILES): N/C=C/[NH3+]. For the energy above the lowest of the compared OMol25 structures with the same formula, charge and spin, the calculation gives 406.3 kJ/mol. The max |F| is 4.666 eV Å⁻¹. The calculation puts the LUMO energy at -5.089 eV. The orbital gap comes out at 0.317 Eh.

```
11
C2H7N2 (the ωB97M-V functional and the def2-TZVPD basis)
C -0.67 -0.32 -0.36
C 0.46 0.45 0.45
N 1.80 -0.29 0.22
N -1.85 0.27 -0.35
H -0.51 -1.02 -1.23
H 0.30 0.14 1.56
H 2.38 0.05 -0.53
H 1.28 -1.18 0.09
H 2.41 -0.21 1.02
H -2.25 0.87 -1.06
H -2.15 0.57 0.57
```